Density functional theory data (wB97M-V/def2-TZVPD) for an isolated molecule of C25H27N3O5S2 at a distorted geometry.

## Properties
* charge: 0
* SMILES: CCOC(=O)c1sc(NC(=O)c2ccc(S(=O)(=O)N3CCCCCC3)cc2)nc1-c1ccccc1
* total energy: -2305.74539 Ha
* multiplicity: 1

Cartesian coordinates (Å):
C: 0.377 -1.800 -8.504
C: 1.522 -1.044 -7.846
O: 1.485 -1.173 -6.426
C: 0.708 -0.305 -5.759
O: 0.091 0.592 -6.278
C: 0.749 -0.553 -4.316
S: 0.640 0.793 -3.218
C: 0.885 -0.350 -1.933
N: 0.932 0.055 -0.625
C: 0.769 1.369 -0.279
O: 0.574 2.214 -1.131
C: 0.827 1.678 1.173
C: 1.466 0.862 2.106
C: 1.482 1.226 3.441
C: 0.867 2.397 3.841
S: 0.848 2.830 5.590
O: 0.984 4.253 5.677
O: 1.798 1.984 6.252
N: -0.659 2.425 6.110
C: -1.706 3.415 6.122
C: -3.033 2.934 5.523
C: -2.883 1.958 4.354
C: -2.732 0.505 4.807
C: -1.354 0.167 5.372
C: -0.918 1.073 6.527
C: 0.257 3.233 2.924
C: 0.239 2.873 1.589
N: 1.013 -1.589 -2.281
C: 0.929 -1.734 -3.628
C: 0.977 -3.078 -4.200
C: 0.095 -3.455 -5.209
C: 0.146 -4.733 -5.733
C: 1.071 -5.647 -5.254
C: 1.937 -5.282 -4.236
C: 1.887 -4.007 -3.706
H: 0.401 -2.846 -8.207
H: 0.469 -1.732 -9.584
H: -0.575 -1.366 -8.206
H: 1.475 0.019 -8.107
H: 2.488 -1.459 -8.142
H: 1.043 -0.675 0.064
H: 1.980 -0.038 1.802
H: 1.979 0.625 4.186
H: -1.313 4.265 5.565
H: -1.881 3.752 7.153
H: -3.582 3.818 5.195
H: -3.631 2.453 6.299
H: -2.031 2.243 3.733
H: -3.781 2.025 3.734
H: -2.920 -0.152 3.954
H: -3.495 0.289 5.559
H: -0.610 0.239 4.576
H: -1.363 -0.865 5.729
H: -1.677 1.083 7.313
H: 0.017 0.695 6.948
H: -0.174 4.162 3.261
H: -0.223 3.504 0.845
H: -0.640 -2.749 -5.567
H: -0.542 -5.021 -6.514
H: 1.111 -6.643 -5.669
H: 2.652 -5.996 -3.855
H: 2.556 -3.713 -2.911